This record from the Open Molecules 2025 dataset describes C4H3MnO5 as an isolated structure at a distorted geometry. The level of theory is ωB97M-V with the def2-TZVPD basis set.

Calculated values
- HOMO level (alpha / beta): -6.90 / -9.92 eV
- Energy relative to the best compared isomer or geometry (same formula, charge and spin): 0.00 kJ/mol
- E: -45750.900 eV
- <S²>: 12.05

Geometry as ORCA input:
```
! wB97M-V def2-TZVPD RIJCOSX def2/J DEFGRID3
* xyz 0 7
C 0.9015 -1.2595 -0.3081
C -0.4417 -0.8428 -0.3929
O -0.7761 0.1807 0.5705
C -1.8213 0.9866 0.3709
O -2.4010 1.1105 -0.6739
O -2.0128 1.6770 1.4828
H 1.0156 -2.3324 -0.4851
H -1.2768 -1.5366 -0.4971
H -2.4885 2.4947 1.2857
O 3.1011 -0.7574 -1.7675
O 2.5386 0.5818 -0.0442
C 2.3151 -0.3601 -0.9148
Mn 1.3465 0.0573 1.3737
*
```

Löwdin atomic charge list, values in e, 6 entries: number 1, C, carries -0.129; number 2, C, carries -0.113; number 3, O, carries -0.108; number 4, C, carries -0.634; number 5, O, carries 0.156; number 6, O, carries 0.154